# C62H135F14N21O32S14

A structure of composition C62H135F14N21O32S14 at a distorted geometry (ωB97M-V/def2-TZVPD, the OMol25 dataset).

Computed properties:
**Charge**: +2
**Multiplicity**: 1
**Frontier orbital gap**: 9.6 eV
**E_HOMO**: -12.4 eV
**Total energy**: -12972.99821 hartree
**M**: 2401.8 g/mol

Each line ends with the Löwdin charge.
Geometry (Å):
C: 17.81683 25.56585 22.72081  -0.021
C: 17.39257 24.56544 23.86028  -0.169
N: 16.27764 24.99366 24.71332  -0.258
C: 14.96688 25.26384 24.06968  0.010
C: 16.08656 23.89503 25.79122  -0.114
C: 15.57617 22.54276 25.23860  -0.030
C: 16.59992 26.33302 25.30908  -0.104
C: 17.76055 26.37018 26.31659  -0.184
O: 19.00212 26.42502 25.58560  -0.216
C: 20.03064 26.54546 26.61158  -0.064
H: 18.16475 26.50882 23.15283  0.070
H: 17.00585 25.61517 21.97082  0.064
H: 18.74792 25.14042 22.29669  0.077
H: 18.29851 24.46562 24.51890  0.109
H: 17.17544 23.56898 23.49215  0.084
H: 14.24264 25.08779 24.81920  0.102
H: 14.89875 24.56058 23.22689  0.064
H: 14.88042 26.25450 23.62530  0.117
H: 15.42853 24.35840 26.50598  0.126
H: 16.99878 23.70614 26.33577  0.114
H: 14.52857 22.59022 25.00306  0.082
H: 15.83095 21.74355 25.92358  0.094
H: 15.96680 22.28982 24.26437  0.039
H: 15.68017 26.69402 25.78134  0.140
H: 16.72396 27.00199 24.45824  0.128
H: 17.67015 25.48983 26.97957  0.121
H: 17.59756 27.29872 26.91727  0.141
H: 20.91174 26.87176 26.01368  0.092
H: 20.14936 25.53476 27.09286  0.114
H: 19.76099 27.35993 27.27235  0.081
C: 20.56752 15.34307 10.16743  -0.049
C: 20.75365 16.58546 11.03652  -0.178
N: 21.19018 16.28181 12.41451  -0.278
C: 22.52150 15.65027 12.30676  -0.006
C: 21.26112 17.60496 13.18386  -0.154
C: 22.59162 18.26608 12.90467  -0.052
C: 20.30828 15.33310 13.18444  -0.071
C: 18.90672 15.91159 13.36976  -0.167
O: 18.53654 15.47945 14.69658  -0.218
C: 17.24333 16.02981 15.01270  -0.051
H: 21.46341 14.87714 9.81297  0.076
H: 19.95531 15.71827 9.32274  0.103
H: 19.90389 14.62238 10.66248  0.079
H: 19.86713 17.21730 11.10786  0.135
H: 21.52830 17.20072 10.51206  0.145
H: 22.98659 15.40381 13.25662  0.122
H: 23.23072 16.20702 11.67614  0.117
H: 22.33841 14.66469 11.82886  0.117
H: 21.12900 17.35292 14.26394  0.137
H: 20.36648 18.17428 12.87087  0.103
H: 22.51312 19.32062 13.23145  0.093
H: 22.81264 18.32168 11.84665  0.074
H: 23.36578 17.82494 13.50308  0.088
H: 20.78244 15.21107 14.16891  0.098
H: 20.10834 14.38013 12.69621  0.135
H: 18.10869 15.63497 12.66510  0.141
H: 18.88265 16.95676 13.42397  0.086
H: 17.32673 17.08216 14.99934  0.069
H: 16.99149 15.72450 16.06634  0.100
H: 16.47766 15.71114 14.35100  0.083
C: 20.67350 20.50128 24.60013  -0.046
C: 21.71980 19.43059 24.78252  -0.134
N: 23.15761 19.97654 24.97540  -0.247
C: 23.45773 20.86152 23.80402  0.000
C: 23.25997 20.90063 26.16758  -0.192
C: 22.53204 20.45860 27.46508  -0.042
C: 24.21314 18.91850 25.02858  -0.072
C: 24.64651 18.13200 23.77557  -0.205
O: 23.59186 17.31083 23.38268  -0.206
C: 23.64187 16.80724 22.04168  -0.071
H: 20.59899 21.04461 25.55437  0.079
H: 19.77853 19.91330 24.38047  0.090
H: 20.93074 21.18821 23.80185  0.040
H: 21.81633 18.76233 23.93315  0.104
H: 21.50735 18.76869 25.60320  0.121
H: 24.47612 21.22073 23.86082  0.119
H: 22.87331 21.79949 23.94751  0.062
H: 23.20638 20.36928 22.90314  0.075
H: 22.83242 21.88342 25.85294  0.076
H: 24.36654 20.95170 26.28526  0.126
H: 22.83608 21.27953 28.15932  0.100
H: 22.82431 19.41242 27.73714  0.091
H: 21.42413 20.62487 27.39318  0.079
H: 23.84531 18.20352 25.77630  0.143
H: 25.03202 19.43865 25.51044  0.128
H: 25.55305 17.56116 24.06230  0.140
H: 25.06987 18.68170 22.92467  0.128
H: 23.70947 17.70820 21.37084  0.100
H: 22.78937 16.14130 21.94337  0.076
H: 24.54155 16.16382 21.85543  0.108
C: 17.49646 18.15285 18.92600  -0.036
C: 18.08844 19.06989 19.95731  -0.143
N: 19.41636 18.57941 20.45876  -0.247
C: 20.40976 18.47283 19.40801  0.004
C: 19.89172 19.52710 21.56467  -0.142
C: 20.24785 20.89510 21.12818  -0.060
C: 19.23633 17.22521 21.03841  -0.094
C: 18.39570 17.04020 22.29837  -0.163
O: 19.22128 17.34388 23.43575  -0.191
C: 18.52045 16.98992 24.65595  -0.060
H: 16.94181 17.32008 19.23535  0.060
H: 18.22074 17.86168 18.18604  0.067
H: 16.66071 18.75568 18.41186  0.104
H: 17.33671 19.25772 20.73072  0.119
H: 18.42457 19.97599 19.45156  0.114
H: 21.35888 18.08691 19.83421  0.116
H: 20.67659 19.37611 18.97124  0.077
H: 20.08599 17.80952 18.62900  0.097
H: 20.79333 19.02999 21.94319  0.135
H: 19.00715 19.63165 22.17820  0.116
H: 21.29991 21.10575 20.88330  0.055
H: 20.04816 21.46430 22.05392  0.073
H: 19.71922 21.37073 20.28399  0.090
H: 20.20778 16.76500 21.22542  0.144
H: 18.79496 16.61832 20.25922  0.105
H: 18.12931 15.95366 22.20010  0.137
H: 17.51634 17.67071 22.32216  0.077
H: 17.70147 17.63908 24.85744  0.082
H: 19.26314 17.00228 25.39956  0.066
H: 18.16583 15.95155 24.67122  0.076
C: 11.06488 21.93617 20.13488  -0.047
C: 11.20088 20.49331 19.61437  -0.130
N: 12.33480 20.38932 18.67316  -0.018
C: 12.97925 19.21954 18.27804  -0.001
C: 13.96641 19.59400 17.46334  -0.035
N: 14.02916 20.94972 17.45884  -0.048
C: 12.99385 21.43454 18.14253  -0.015
C: 14.84256 21.91198 16.67071  0.049
H: 11.01059 22.60285 19.28730  0.076
H: 11.92543 22.21202 20.68819  0.034
H: 10.16990 21.94483 20.72094  0.088
H: 10.21932 20.20112 19.18265  0.139
H: 11.53574 19.80683 20.36775  0.098
H: 12.63433 18.22243 18.57672  0.153
H: 14.74489 19.02147 16.93610  0.144
H: 12.78998 22.47731 18.29625  0.144
H: 14.66190 22.84828 17.05610  0.053
H: 14.54312 21.91699 15.63118  0.099
H: 15.90648 21.64131 16.61088  0.085
C: 17.08628 9.13308 13.12679  -0.068
C: 16.41889 9.47360 14.44643  -0.152
N: 17.17890 10.53513 15.13968  -0.056
C: 17.31562 11.77737 14.67178  -0.069
C: 18.04267 12.49750 15.54288  0.018
N: 18.49829 11.54378 16.51452  -0.033
C: 17.90436 10.41194 16.21104  -0.064
C: 19.52753 11.69463 17.61412  0.040
H: 16.94850 9.92739 12.39072  0.076
H: 16.59730 8.25701 12.65441  0.098
H: 18.09681 8.94464 13.42938  0.077
H: 16.50265 8.54477 15.07211  0.141
H: 15.39033 9.70919 14.31534  0.118
H: 16.83802 12.25464 13.78320  0.164
H: 18.26237 13.57940 15.52347  0.121
H: 18.00680 9.44143 16.69817  0.181
H: 20.41816 11.07187 17.33492  0.119
H: 19.09523 11.25390 18.53454  0.092
H: 19.68981 12.76883 17.56676  0.056
C: 17.63443 12.46801 24.78292  -0.068
C: 16.16042 12.08481 24.63440  -0.152
N: 15.39942 13.29585 24.26157  -0.059
C: 15.42239 14.43942 25.02406  -0.029
C: 14.61686 15.34758 24.45128  0.029
N: 14.11121 14.77522 23.27017  -0.036
C: 14.63225 13.50473 23.16810  0.017
C: 13.13522 15.31440 22.34867  0.014
H: 18.32648 11.54673 24.72851  0.113
H: 17.78863 12.85218 25.83565  0.092
H: 18.00214 13.16206 24.08012  0.050
H: 15.75358 11.60124 25.52490  0.129
H: 15.90952 11.39350 23.81612  0.125
H: 15.95086 14.45558 25.96105  0.137
H: 14.27253 16.26488 24.82675  0.106
H: 14.44215 12.71064 22.44533  0.169
H: 13.53134 16.30687 22.04365  0.090
H: 12.21087 15.65402 22.78004  0.083
H: 13.02916 14.73241 21.44232  0.103
C: 20.82663 27.47646 19.18828  -0.074
C: 21.27512 26.36540 20.10992  -0.132
N: 22.78666 26.30656 20.11216  -0.013
C: 23.57174 26.43677 18.98421  0.022
C: 24.83787 26.29016 19.45411  -0.025
N: 24.83591 26.09074 20.77503  -0.049
C: 23.54070 26.05315 21.12590  -0.027
C: 26.00593 25.97448 21.63085  0.035
H: 21.08994 28.36122 19.77970  0.085
H: 19.71748 27.44285 19.17785  0.098
H: 21.30636 27.57315 18.15077  0.099
H: 20.83999 25.44257 19.64501  0.144
H: 20.93548 26.51873 21.09234  0.101
H: 23.13653 26.75784 18.06210  0.117
H: 25.73912 26.33225 18.96330  0.115
H: 23.13577 25.99732 22.10437  0.138
H: 26.88920 25.99195 20.96668  0.111
H: 26.02916 25.02130 22.11809  0.074
H: 26.14462 26.81032 22.32766  0.116
C: 26.80257 22.24074 14.08154  -0.061
C: 25.98521 23.51545 14.03938  -0.143
N: 24.55191 23.20860 14.31269  -0.052
C: 24.05017 22.84719 15.49991  -0.014
C: 22.68892 22.75999 15.37241  0.017
N: 22.39925 23.21148 14.13473  -0.079
C: 23.54978 23.44979 13.47316  -0.012
C: 21.16802 23.23178 13.43726  -0.006
H: 26.32396 21.46161 14.71651  0.069
H: 27.84031 22.44152 14.34202  0.083
H: 26.86573 21.70604 13.10167  0.089
H: 25.89147 24.19044 13.14742  0.136
H: 26.39228 24.17772 14.81747  0.128
H: 24.55944 22.55778 16.42445  0.101
H: 22.02256 22.29629 16.05907  0.105
H: 23.62362 23.84204 12.46001  0.170
H: 20.82461 22.18623 13.27416  0.106
H: 21.22721 23.72258 12.48088  0.102
H: 20.43985 23.63459 14.09283  0.061
N: 24.32561 21.59795 18.39737  -0.304
S: 25.54356 20.62727 18.19529  0.479
O: 26.65852 20.93516 19.02003  -0.249
O: 25.71332 20.48517 16.79286  -0.297
F: 25.02521 19.15967 18.53565  -0.162
S: 23.84567 21.87802 19.87278  0.493
O: 23.83647 20.67291 20.66545  -0.293
O: 22.85320 22.88061 19.98956  -0.287
F: 25.03346 22.75238 20.51152  -0.200
N: 16.79956 12.88766 18.62269  -0.293
S: 17.36179 13.45166 20.01403  0.512
O: 16.30527 14.06431 20.82406  -0.330
O: 18.58425 14.15254 19.99884  -0.255
F: 17.63455 12.03416 20.72393  -0.197
S: 15.48132 13.53055 17.96086  0.499
O: 15.32797 12.77549 16.81089  -0.265
O: 15.44086 14.96147 17.96748  -0.294
F: 14.15083 13.18392 18.86702  -0.212
N: 22.65080 23.70263 25.02850  -0.327
S: 24.15421 24.33061 25.20302  0.577
O: 24.75829 23.48818 26.22191  -0.289
O: 24.34456 25.73428 25.31937  -0.258
F: 24.80029 23.83160 23.77222  -0.226
S: 21.51362 24.22053 23.97719  0.479
O: 21.52824 25.65839 23.89778  -0.291
O: 20.32616 23.51492 24.44760  -0.285
F: 21.87348 23.68921 22.62256  -0.113
N: 22.71107 14.13899 17.63797  -0.295
S: 21.70540 14.69244 16.63828  0.403
O: 21.37557 13.72182 15.69630  -0.270
O: 21.91739 16.01895 16.29731  -0.245
F: 20.33813 14.73280 17.49555  -0.207
S: 23.34841 14.80212 18.87715  0.482
O: 22.61933 16.03155 19.20887  -0.324
O: 24.73318 14.79822 18.82600  -0.226
F: 22.90854 13.84255 20.05445  -0.166
N: 13.84688 18.98014 24.02565  -0.309
S: 12.30317 18.56864 24.23115  0.557
O: 12.18657 17.91295 25.48514  -0.273
O: 11.72648 17.98298 23.04467  -0.321
F: 11.46986 20.01586 24.28606  -0.221
S: 14.56826 19.09161 22.64329  0.484
O: 13.71939 19.29224 21.52106  -0.264
O: 15.63860 18.11626 22.55967  -0.305
F: 15.29336 20.42936 23.05710  -0.182
N: 15.52046 23.30588 21.53951  -0.286
S: 14.40642 23.99399 20.66984  0.525
O: 13.12816 23.84770 21.25555  -0.254
O: 14.56759 24.13258 19.26726  -0.254
F: 14.98154 25.44786 21.15924  -0.234
S: 16.57641 22.31123 20.91183  0.383
O: 16.14902 21.60874 19.79527  -0.231
O: 17.36103 21.70664 21.86239  -0.240
F: 17.57575 23.39296 20.40039  -0.157
N: 19.43912 21.90170 15.59277  -0.304
S: 19.27923 22.87506 16.81365  0.465
O: 18.35603 22.33856 17.80410  -0.290
O: 19.24777 24.15924 16.23730  -0.256
F: 20.63953 22.78251 17.56536  -0.174
S: 19.09558 20.31450 15.59640  0.535
O: 19.64340 19.73514 14.44406  -0.277
O: 17.79209 19.93067 16.02004  -0.287
F: 19.94141 19.61563 16.81208  -0.201

Atomic forces in eV per Å
-0.20 -1.28 0.68
2.45 0.36 -0.84
0.11 0.48 1.47
0.47 -1.38 -2.07
-0.25 -0.20 -0.71
0.01 1.15 -0.35
0.12 0.24 1.05
-0.56 0.48 -1.48
-0.91 0.09 2.20
0.55 -0.51 -2.02
-0.46 0.00 -0.22
0.75 0.37 0.27
-0.70 -0.05 -0.08
-1.09 0.08 -0.44
-0.08 0.23 -0.31
-1.01 -0.02 0.51
-0.40 0.12 0.71
0.32 0.00 0.33
-0.60 -0.04 0.28
0.61 0.30 -0.36
-0.70 -0.17 0.49
-0.23 -0.05 0.15
0.70 -0.01 -0.08
0.15 -0.28 0.26
0.42 -0.03 0.22
0.43 0.43 -0.07
0.34 -0.63 -0.26
-0.28 -0.62 0.84
0.17 1.18 -0.16
-0.01 -0.09 0.53
-2.16 0.87 -0.01
0.41 0.02 -1.38
0.75 0.11 0.52
0.71 -1.86 -0.71
-0.38 -0.40 0.52
-0.92 1.65 0.56
-1.30 0.50 -0.22
-0.33 -1.09 1.85
-0.80 0.06 -0.84
1.04 -1.05 2.21
0.44 -0.13 -0.13
0.58 -0.43 0.09
0.35 -0.03 -0.16
-0.15 -0.36 -0.08
-0.50 -0.28 0.89
-0.29 0.43 0.34
-0.57 -0.08 0.33
0.25 0.61 0.21
0.27 0.26 -0.79
0.83 -0.10 0.16
-0.02 -0.46 -0.01
0.27 -0.15 -0.14
0.52 -0.25 -0.04
-0.30 -0.14 -0.52
1.10 -0.05 -0.12
0.50 -0.41 -0.22
0.20 1.81 -0.22
-0.07 1.44 -0.05
0.22 0.17 -1.08
-0.72 -0.51 -0.78
0.55 -0.56 0.90
1.45 -0.24 -0.57
-1.13 0.60 -1.26
-0.67 1.52 1.10
-0.17 -0.03 0.58
0.25 0.69 -0.71
-0.17 -0.72 0.69
0.58 0.09 0.09
-0.39 -0.41 0.15
1.29 0.53 0.03
-0.45 0.06 -0.61
-0.23 0.53 0.02
-0.31 -0.10 0.07
-0.08 0.04 -0.27
-0.01 -0.04 0.65
0.44 -0.41 -0.14
0.36 -1.06 -0.43
0.05 -0.48 -0.97
0.67 -0.97 0.35
-1.00 0.58 0.40
0.09 -1.18 0.05
-0.43 1.10 0.34
0.97 -0.68 -0.10
0.15 -0.12 -0.25
0.55 -0.21 -0.33
-0.45 -0.16 0.39
-0.60 0.71 0.09
-0.45 -1.12 0.10
-0.23 0.47 -0.36
-0.48 0.60 0.26
-1.52 2.05 -1.62
0.34 0.26 -1.15
-0.65 0.04 1.88
1.60 -1.54 0.38
-0.08 -0.95 -1.47
0.86 2.17 -0.19
0.01 -1.06 0.38
1.05 0.03 -0.69
-1.20 -0.98 0.50
0.77 -0.72 -1.50
-0.36 -1.45 1.08
0.02 -0.09 -0.49
1.48 -0.57 0.47
0.75 0.12 0.25
-0.83 0.31 0.11
-0.67 -0.10 -0.12
-0.08 1.96 -0.58
-0.04 -0.42 -0.13
-0.63 0.01 0.64
0.27 -0.52 0.71
-0.18 -0.69 0.20
-0.03 0.38 -0.77
-0.36 -0.42 0.58
0.19 0.30 -0.01
-0.08 -0.08 -0.20
-0.03 0.78 0.71
-0.18 -0.25 -0.09
-0.68 0.69 0.15
0.85 0.47 1.22
-0.13 0.03 -0.53
0.15 -1.63 -0.94
-0.06 0.62 -0.12
0.08 0.51 -0.62
-1.63 -0.25 0.58
2.45 -0.74 -0.89
-0.47 2.05 -0.86
0.07 -1.51 0.64
0.89 -2.71 -1.24
-0.54 0.38 -0.11
0.49 0.19 0.74
-0.43 0.44 0.40
0.95 -0.21 -0.13
-0.54 -0.29 0.85
0.22 0.74 -0.11
-0.69 0.26 0.43
0.02 0.02 0.01
0.01 2.04 1.10
-0.55 -0.19 -0.24
-0.33 0.07 0.79
-1.17 -0.08 -0.20
1.08 -1.65 0.62
-1.62 -1.46 -1.79
-0.86 3.22 -1.49
1.60 -0.45 1.27
-0.12 0.91 -0.44
0.68 -1.49 1.43
-0.71 -0.87 -1.20
0.52 0.14 0.15
0.48 0.26 0.54
0.81 -0.23 -0.79
-0.29 1.01 -0.25
-0.79 0.59 0.29
0.18 -1.14 0.94
0.25 -1.00 0.23
0.13 0.59 0.13
-0.67 0.95 0.11
0.21 0.82 -0.42
0.47 -0.31 0.92
0.84 -2.49 2.34
-0.14 0.00 -1.46
-0.40 0.32 -0.31
-0.11 -0.42 0.26
-0.58 -1.04 -1.41
1.00 -2.66 0.75
-0.10 1.15 1.64
0.90 2.48 -0.83
-1.24 1.26 0.02
-0.05 -0.16 -1.21
0.10 0.87 -0.93
-0.03 0.47 0.09
0.67 0.02 0.15
-0.01 0.15 -0.04
-0.25 1.19 0.11
-0.04 0.76 -0.02
0.05 -0.63 -0.21
-0.52 -0.75 0.61
0.02 -0.41 0.20
0.00 1.40 0.33
0.85 -1.44 -3.04
-2.05 -0.22 -1.66
0.14 0.15 0.95
-0.65 0.37 -1.30
-1.44 -0.29 1.07
0.85 0.29 1.91
1.33 0.29 -0.63
-0.13 0.48 -0.69
0.70 0.04 -0.51
-1.02 -0.52 1.60
0.88 0.19 0.98
-0.33 0.05 1.29
0.29 -0.29 -0.31
1.74 0.15 -1.20
0.03 -0.29 0.86
-0.47 0.01 0.22
-0.24 -0.37 0.45
-0.55 -0.27 -0.14
0.00 -1.41 -1.65
-0.67 0.82 -0.04
1.23 1.29 -0.36
-1.09 -1.26 1.86
1.21 0.05 0.44
1.81 -0.07 -1.86
-0.49 0.24 0.36
-1.62 -1.83 -0.25
0.57 0.90 0.18
-0.17 -0.07 0.37
-0.18 0.68 0.39
0.86 -1.13 0.31
-0.66 -0.14 0.04
0.28 0.23 -0.82
-0.52 0.23 0.12
0.01 -0.22 0.45
0.26 0.59 -0.03
0.21 0.41 -0.08
-0.86 0.76 0.24
-1.18 0.59 0.79
0.44 -1.27 -0.76
-0.14 -0.43 0.26
0.40 0.46 -0.96
0.13 0.84 0.74
1.91 -0.21 1.04
-0.54 0.83 -0.28
-1.62 -0.13 -0.75
0.60 -0.48 -0.06
-0.16 0.73 0.97
-3.77 0.34 1.07
1.15 -0.92 -0.64
1.22 -0.23 -0.48
0.27 0.66 -0.32
0.58 1.29 3.31
-1.07 -1.35 -2.93
0.12 -0.27 -0.24
1.51 -0.13 -0.49
0.49 1.30 -1.34
-0.90 -2.57 1.34
-0.36 1.04 -1.59
-0.20 -0.05 -0.94
-0.11 0.72 0.79
-0.47 0.85 6.53
-0.32 -0.56 -1.18
1.23 1.04 -1.67
0.52 -0.93 -2.28
0.56 -1.79 -0.26
-0.58 -1.06 4.04
-0.39 -1.83 -2.66
0.28 3.24 -1.73
0.02 0.42 0.01
-4.09 3.19 0.61
1.22 -1.30 -0.05
2.52 -0.34 0.30
0.32 -0.30 -0.33
-2.02 -0.80 1.01
0.55 1.14 -2.22
-0.38 0.46 0.21
0.05 0.09 0.86
1.35 -1.73 0.49
0.11 -0.74 1.75
0.41 0.51 -0.64
-0.92 0.92 -0.37
0.28 0.15 -1.20
-0.34 -2.33 -0.24
2.30 2.05 1.32
-0.56 0.16 0.11
-0.29 -0.92 -0.78
-1.35 0.48 -0.45
-1.18 4.06 -0.62
-1.17 -1.74 -2.35
1.84 -2.40 3.61
0.82 0.78 -1.11
0.39 -2.56 -0.49
-2.55 -2.88 1.17
0.95 1.46 -1.17
-0.10 1.47 0.33
0.91 0.11 0.36
-0.22 1.34 3.06
0.80 -0.51 -1.84
-0.65 0.47 -0.48
0.18 1.01 -0.85